{"formula": "C16H29NO13S2", "method": "wB97M-V/def2-TZVPD", "elements": ["C", "C", "C", "O", "O", "C", "C", "C", "C", "C", "C", "O", "C", "O", "O", "N", "C", "C", "H", "H", "H", "H", "H", "H", "H", "H", "H", "H", "H", "H", "H", "H", "H", "H", "H", "H", "H", "H", "H", "C", "C", "O", "S", "O", "O", "O", "H", "H", "H", "H", "C", "C", "O", "S", "O", "O", "O", "H", "H", "H", "H"], "xyz": [[-4.3157, 1.6491, 6.4041], [-4.1107, 1.0008, 5.1325], [-3.0030, 1.6392, 4.1881], [-3.1885, 2.8219, 3.7874], [-1.7912, 1.0254, 3.7846], [-1.9691, -0.3714, 3.4217], [-1.0860, -0.8143, 2.1633], [0.2668, 0.0225, 1.9526], [1.5809, -0.9316, 1.7778], [2.2950, -0.7378, 0.3491], [3.5890, 0.1997, 0.3809], [3.3118, 1.6147, 0.5703], [3.2046, 2.3108, -0.6562], [2.0581, 2.6698, -1.0148], [4.3077, 2.6681, -1.4939], [4.5601, 1.6695, -2.4253], [4.6876, 2.2112, -3.8094], [3.2136, 2.4779, -4.4276], [-5.3702, 1.9564, 6.7005], [-3.3937, 1.8823, 7.0525], [-4.7376, 0.0755, 4.8570], [-3.0663, -0.6793, 3.2616], [-1.6190, -0.9900, 4.3343], [-1.7384, -0.6266, 1.2269], [-0.8906, -1.9545, 2.1521], [0.5259, 0.7416, 2.7977], [0.1209, 0.6822, 1.0153], [1.3166, -2.0288, 1.9330], [2.3643, -0.6252, 2.5716], [1.5418, -0.3923, -0.4562], [2.6484, -1.7903, 0.0228], [4.2339, -0.0111, -0.5498], [4.2332, -0.1285, 1.2756], [3.8252, 0.9476, -2.4303], [5.3398, 3.1442, -3.7990], [5.2270, 1.4355, -4.4559], [2.8781, 1.5564, -5.0216], [2.4290, 2.6855, -3.6208], [3.3064, 3.4066, -5.0908], [-2.6681, -6.5765, 2.8579], [-1.1867, -6.3229, 3.0905], [-0.9278, -5.0583, 2.4800], [-2.2527, -4.1295, 2.6027], [-2.0928, -3.2666, 3.7344], [-2.5896, -3.6475, 1.2984], [-3.2970, -5.3029, 3.0076], [-2.8533, -6.9305, 1.8400], [-3.0810, -7.2912, 3.5705], [-0.5580, -7.0977, 2.6522], [-0.9639, -6.2349, 4.1579], [-1.7413, 2.5219, -5.1879], [-1.0718, 3.8667, -5.4248], [0.1441, 3.5593, -6.1071], [-0.0855, 2.2475, -7.0342], [-0.3593, 2.6845, -8.3705], [0.9312, 1.2896, -6.7223], [-1.4802, 1.7574, -6.3661], [-1.2919, 2.0016, -4.3374], [-2.8154, 2.6185, -5.0269], [-0.8679, 4.3993, -4.4960], [-1.6771, 4.4991, -6.0810]], "forces_ev_per_a": [[0.735, -1.261, -2.634], [0.193, 1.052, 2.429], [0.647, 2.913, -1.134], [0.503, -4.606, 1.872], [-2.799, -0.115, -0.087], [0.694, -2.396, 1.136], [-0.566, 0.770, -0.935], [0.650, -0.193, -0.175], [0.112, 1.103, -0.275], [-0.045, -0.562, -0.141], [0.711, -1.999, 0.189], [0.919, 0.597, -2.646], [-4.378, 1.077, -1.017], [4.194, -1.175, 1.277], [-1.844, 0.185, 3.128], [1.673, -2.430, -2.240], [-1.294, 0.252, -0.289], [0.720, 0.323, -0.272], [1.481, -1.511, 0.368], [-1.656, 0.824, -1.488], [0.467, 2.288, -0.323], [1.608, 0.783, 0.081], [-0.541, 0.956, -1.417], [1.011, -0.346, 1.415], [-0.234, 2.228, 0.364], [-0.816, -0.985, -0.982], [0.450, -1.073, 1.501], [0.298, 1.458, -0.203], [-1.292, -0.667, -1.112], [1.172, -0.409, 1.299], [-0.274, 1.738, 0.332], [-0.964, 0.630, 1.326], [-0.982, 0.637, -1.263], [0.119, 0.791, 0.065], [-0.966, -1.201, 0.200], [-0.709, 0.966, 1.159], [0.448, 1.527, 0.711], [1.313, -0.190, -0.980], [-0.523, -1.466, 0.638], [0.180, -0.472, -0.414], [-0.098, -0.280, 0.622], [-0.764, 0.377, -0.341], [-0.108, -0.431, 0.044], [-0.389, -0.616, -0.817], [0.333, -0.098, 1.010], [0.654, 0.595, 0.112], [0.036, -0.023, 0.064], [-0.078, 0.270, 0.021], [0.008, 0.266, -0.141], [-0.026, -0.080, -0.048], [0.142, 0.083, 0.637], [-0.606, 0.234, -0.107], [0.053, -0.911, -0.141], [-0.113, 0.168, 0.012], [0.329, -0.591, 0.865], [-0.586, 0.708, -0.467], [0.525, 0.476, -0.494], [-0.038, 0.074, -0.007], [0.089, -0.118, -0.237], [0.246, -0.119, -0.131], [-0.024, -0.029, 0.086]], "mulliken_charge": [-0.5576, -0.1863, 0.5745, -0.5259, -0.2651, -0.3700, 0.1713, -0.4946, -0.4420, -0.5475, -0.5273, -0.2873, 0.4767, -0.4445, -0.1306, -0.3888, -0.4100, -0.6647, 0.2413, 0.2431, 0.2789, 0.3047, 0.2020, 0.2240, -0.5138, 0.3344, 0.2333, 0.2891, 0.2859, 0.2977, 0.3930, 0.2631, 0.4041, 0.2553, 0.3150, 0.2601, 0.2760, 0.1404, 0.2735, -0.3735, -0.3436, -0.2959, 1.1801, -0.4955, -0.5645, -0.2922, 0.2961, 0.3164, 0.3074, 0.2934, -0.3023, -0.3318, -0.2834, 1.0936, -0.5512, -0.5135, -0.3122, 0.2595, 0.3091, 0.3363, 0.2857], "homo_energy_ev": -8.62, "smiles": "C=CC(=O)OCCCCCCOC(=O)ONCC.O=S1(=O)OCCO1.O=S1(=O)OCCO1", "multiplicity": 1, "gap_ev": 8.691, "relative_energy_ev": 4.720, "lumo_energy_ev": 0.1}



{"formula": "C16H30AgFO7", "method": "wB97M-V/def2-TZVPD", "elements": ["Ag", "F", "C", "C", "C", "O", "C", "O", "O", "H", "H", "H", "H", "H", "H", "C", "C", "O", "C", "H", "H", "H", "H", "H", "H", "C", "C", "O", "C", "H", "H", "H", "H", "H", "H", "C", "C", "O", "C", "H", "H", "H", "H", "H", "H", "C", "C", "O", "C", "H", "H", "H", "H", "H", "H"], "xyz": [[-1.5008, -2.0133, -0.3715], [0.3288, -0.8437, -0.0225], [2.4791, 1.7662, -0.6669], [2.4486, 0.8516, -1.8711], [1.0778, 0.8347, -2.6009], [1.4297, 1.0813, -3.9526], [2.7488, 1.3443, -4.0654], [3.3071, 1.6747, -5.0521], [3.3444, 1.3479, -2.8639], [3.4594, 1.8063, -0.1946], [1.7439, 1.4660, 0.0796], [2.1657, 2.7767, -0.9418], [2.6885, -0.1522, -1.5222], [0.3615, 1.5438, -2.2005], [0.7598, -0.1999, -2.5096], [-1.6682, 2.3755, -0.3239], [-2.5572, 1.3223, -0.9487], [-2.2146, 0.1544, -0.9527], [-3.8380, 1.7387, -1.6315], [-2.2541, 2.9694, 0.3808], [-1.2579, 2.9655, -1.1443], [-0.8667, 1.9191, 0.2558], [-3.5774, 2.4861, -2.3848], [-4.6448, 2.1041, -0.9986], [-4.2306, 0.8705, -2.1602], [-1.3971, -1.3577, 4.0358], [-2.1477, -0.7716, 2.8685], [-2.0180, -1.2301, 1.7497], [-3.0200, 0.4288, 3.1074], [-0.5212, -1.8899, 3.6724], [-2.0997, -2.0874, 4.4526], [-1.1292, -0.6342, 4.8010], [-3.9569, 0.1204, 3.5818], [-3.2397, 0.9630, 2.1889], [-2.5537, 1.0529, 3.8726], [0.6146, 2.0539, 3.8199], [1.7851, 1.7498, 2.9400], [2.4771, 2.6569, 2.5648], [2.0361, 0.3271, 2.5048], [0.6148, 3.0811, 4.1621], [0.5711, 1.3678, 4.6677], [-0.3106, 1.8451, 3.2736], [2.1559, -0.2701, 3.4079], [2.9253, 0.2133, 1.8966], [1.1650, 0.0463, 1.9061], [0.1919, -5.1039, -2.9389], [0.5982, -3.8873, -2.1441], [0.0666, -3.6459, -1.0673], [1.6145, -2.9339, -2.7225], [0.1664, -4.8219, -3.9912], [-0.8018, -5.4408, -2.6569], [0.9366, -5.8678, -2.7067], [2.5360, -3.5012, -2.8697], [1.6999, -2.1092, -2.0184], [1.3077, -2.5432, -3.6941]], "forces_ev_per_a": [[1.676, 0.854, 0.306], [-0.763, -0.559, -0.198], [-0.328, 0.439, 0.003], [-0.697, 1.037, 0.769], [1.461, -1.059, 0.321], [-0.558, -0.122, -0.224], [0.310, 1.186, 0.091], [-0.108, -0.350, -0.671], [0.015, -0.900, 0.655], [-0.045, 0.007, -0.037], [0.077, -0.350, 0.000], [0.298, 0.044, -0.163], [0.466, -0.151, -0.443], [-0.076, 0.127, -0.220], [-0.851, 0.169, -0.152], [-0.387, -0.587, 0.222], [-0.050, 0.289, 0.367], [-0.147, -0.619, -0.120], [0.273, -0.517, -0.603], [-0.014, 0.381, -0.383], [-0.058, 0.367, 0.234], [0.082, -0.160, -0.272], [-0.191, 0.201, 0.154], [0.350, 0.270, 0.297], [0.035, -0.007, 0.007], [-0.431, -0.257, -0.426], [0.464, 0.674, 0.245], [-0.203, -0.404, -0.393], [-0.030, -0.253, 0.631], [-0.001, -0.030, 0.038], [0.186, -0.037, 0.280], [-0.121, 0.033, -0.025], [-0.048, -0.159, -0.176], [0.041, 0.019, -0.010], [0.044, 0.215, -0.277], [-0.698, -0.786, 0.319], [0.411, 0.305, -0.230], [0.557, 0.452, -0.350], [-0.302, 0.258, 0.312], [0.114, 0.084, -0.059], [0.151, 0.061, 0.160], [-0.022, 0.153, -0.154], [-0.306, -0.372, -0.110], [0.117, 0.284, -0.023], [-0.007, -0.505, 0.246], [0.131, 0.655, 0.319], [-0.579, 0.380, -0.696], [-0.753, 0.251, 0.319], [-0.377, -0.376, 0.398], [0.364, -0.356, -0.075], [0.091, -0.088, 0.253], [-0.072, -0.196, -0.420], [0.173, 0.293, 0.036], [0.435, -0.089, -0.019], [-0.096, -0.201, -0.056]], "mulliken_charge": [0.8276, 0.0734, -1.1060, 0.6789, 0.6047, -0.4070, 0.4722, -0.5075, -0.4035, 0.4232, -0.1669, 0.3633, 0.1418, -0.0418, -0.2218, -0.9015, 0.6746, -0.2062, -1.3100, 0.4644, 0.4827, -0.0768, 0.3587, 0.3266, 0.3561, -1.1440, 0.7903, -0.4439, -1.0620, 0.3073, 0.4029, 0.3083, 0.3811, 0.1815, 0.3702, -0.7282, 0.7617, -0.5345, -0.4885, 0.3888, 0.3129, -0.0952, 0.4965, 0.2795, -0.3795, -1.1781, 0.7960, -0.6857, -0.6552, 0.3743, 0.3525, 0.3279, 0.4729, -0.1930, 0.3840], "total_charge": 1, "homo_energy_ev": [-11.99, -11.97], "multiplicity": 2, "gap_ev": [8.085, 4.240], "lumo_energy_ev": [-3.9, -7.7]}



Number 1: E_tot -2455.965552 Eh. Number 2: E_tot -1400.836996 Eh.